--- P ---
120
Properties=species:S:1:pos:R:3:mulliken_charge:R:1 method="wB97M-V/def2-TZVPD" charge=0 lumo_ev=0.33 e_homo_ev=-9.49 mol_weight_g_mol=900.8
C 2.05 1.07 -4.16 0.37
O 0.88 1.36 -4.44 -0.75
N 2.62 -0.16 -4.19 -0.20
N 2.99 2.01 -3.89 -0.57
H 3.63 -0.14 -4.08 0.21
H 2.15 -0.96 -4.56 0.22
H 2.69 2.97 -3.87 0.33
H 3.51 1.72 -3.07 0.20
C 0.46 5.35 -1.44 0.52
O 1.11 5.98 -0.60 -0.78
N 0.82 4.14 -1.91 -0.18
N -0.65 5.89 -2.02 -0.43
H 1.50 3.64 -1.37 0.05
H 0.07 3.62 -2.30 0.23
H -1.02 6.79 -1.70 0.26
H -1.34 5.24 -2.40 0.24
C 2.63 0.24 4.53 0.48
O 2.64 -0.76 5.22 -0.57
N 2.82 0.17 3.03 -0.07
N 2.42 1.55 5.03 -0.34
H 2.35 -0.63 2.74 0.05
H 2.28 0.85 2.48 -0.06
H 2.74 2.43 4.59 0.21
H 2.34 1.64 6.01 0.24
C -0.86 -2.91 3.56 0.56
O -0.69 -1.78 4.01 -0.85
N 0.10 -3.69 3.04 -0.30
N -2.06 -3.48 3.61 -0.51
H -0.09 -4.64 2.74 0.19
H 1.03 -3.33 3.08 0.17
H -2.04 -4.35 4.09 0.28
H -2.62 -2.82 4.12 0.27
C -1.11 1.92 3.81 0.20
O -1.26 3.10 3.46 -0.81
N -1.57 1.35 4.93 -0.26
N -0.51 1.02 3.11 1.20
H -1.57 0.32 4.95 0.11
H -2.14 1.86 5.54 0.23
H -0.05 1.28 2.27 -0.49
H -0.31 0.05 3.43 0.00
C 0.54 -0.42 -1.78 -1.17
O -0.17 -0.86 -2.67 0.51
N 1.16 -1.20 -0.89 0.70
N 0.55 0.90 -1.51 2.29
H 0.89 -2.16 -0.88 0.16
H 1.47 -0.83 0.00 -0.05
H 1.41 1.36 -1.18 -0.74
H -0.11 1.40 -2.10 -0.72
C 4.53 -2.89 2.99 0.52
O 3.95 -2.79 1.91 -0.57
N 4.65 -4.01 3.73 -0.46
N 5.15 -1.73 3.40 -0.31
H 4.88 -3.97 4.72 0.19
H 4.21 -4.89 3.54 0.24
H 5.59 -1.71 4.30 0.21
H 4.79 -0.83 3.11 0.19
C 0.07 -2.72 -5.95 0.39
O 0.21 -3.10 -7.09 -0.62
N 0.89 -3.20 -4.86 -0.37
N -0.64 -1.57 -5.55 -0.22
H 0.54 -3.23 -3.91 0.20
H 1.33 -4.09 -5.05 0.25
H -1.07 -1.09 -6.33 0.21
H -0.24 -0.98 -4.79 -0.29
C -0.91 -3.97 -1.31 0.61
O 0.21 -3.79 -1.72 -0.76
N -1.64 -5.07 -1.62 -0.45
N -1.58 -3.10 -0.56 0.06
H -2.65 -5.08 -1.69 0.18
H -1.18 -5.72 -2.22 0.23
H -1.29 -2.15 -0.72 -0.17
H -2.57 -3.28 -0.40 0.23
C -3.89 -2.70 -2.75 0.37
O -4.22 -2.76 -1.59 -0.64
N -4.56 -3.25 -3.80 -0.33
N -2.76 -2.02 -3.27 0.01
H -5.38 -3.78 -3.83 0.19
H -4.13 -2.96 -4.64 0.11
H -2.26 -2.21 -4.11 0.34
H -2.25 -1.43 -2.60 -0.15
C -4.26 -1.02 3.59 0.68
O -4.14 -1.91 4.45 -0.79
N -5.37 -0.29 3.39 -0.37
N -3.25 -0.53 2.89 0.33
H -5.61 0.20 2.58 0.17
H -6.19 -0.35 3.98 0.21
H -3.40 0.26 2.30 0.06
H -2.35 -1.00 3.02 -0.33
C 4.32 0.49 -0.49 0.50
O 3.67 1.33 -1.13 -0.64
N 5.24 0.73 0.43 -0.32
N 4.05 -0.81 -0.66 -0.39
H 5.73 -0.10 0.70 0.21
H 5.70 1.58 0.65 0.23
H 4.09 -1.39 0.18 0.29
H 3.30 -1.01 -1.32 0.16
C 2.04 3.33 1.21 -0.37
O 1.49 2.26 1.02 -0.06
N 3.24 3.58 0.68 -0.09
N 1.44 4.34 1.88 -0.58
H 3.57 2.91 0.02 0.22
H 3.43 4.59 0.61 0.27
H 0.61 3.96 2.29 0.19
H 1.18 5.14 1.27 0.42
C -2.37 1.87 -3.16 0.38
O -1.78 2.82 -2.61 -0.56
N -2.04 1.29 -4.33 -0.34
N -3.56 1.44 -2.78 -0.25
H -2.65 0.52 -4.51 0.14
H -1.07 1.41 -4.55 0.37
H -4.04 0.81 -3.35 0.13
H -3.92 1.56 -1.84 0.14
C -3.71 2.37 0.91 0.31
O -4.46 1.75 0.17 -0.73
N -4.01 2.76 2.18 -0.19
N -2.37 2.79 0.66 0.02
H -4.95 3.09 2.25 0.30
H -3.39 3.45 2.57 0.21
H -1.99 2.72 -0.28 -0.02
H -1.71 3.04 1.39 0.14

---

--- Q ---
120
Properties=species:S:1:pos:R:3:mulliken_charge:R:1 method="wB97M-V/def2-TZVPD" charge=0 lumo_ev=0.13 e_homo_ev=-8.78 mol_weight_g_mol=900.8
C -3.24 3.26 0.40 0.26
O -3.74 2.73 -0.53 -0.57
N -3.49 2.85 1.72 -0.16
N -2.30 4.22 0.24 -0.53
H -3.21 3.47 2.50 0.22
H -4.41 2.48 1.85 0.26
H -1.54 4.16 0.93 0.30
H -1.90 4.08 -0.67 0.26
C 1.57 5.17 -1.50 0.56
O 1.47 5.37 -0.27 -0.70
N 2.35 5.97 -2.24 -0.53
N 1.03 4.11 -2.08 0.02
H 2.79 5.56 -3.07 0.21
H 2.91 6.55 -1.63 0.28
H 0.57 3.57 -1.33 -0.31
H 0.46 4.23 -2.93 0.39
C -0.38 -2.13 3.68 0.19
O -1.61 -1.87 3.57 -0.70
N 0.02 -3.44 3.74 -0.30
N 0.55 -1.14 3.87 -0.08
H 0.99 -3.73 3.82 0.26
H -0.68 -4.01 3.26 0.29
H 0.32 -0.14 3.92 0.17
H 1.56 -1.29 3.83 0.17
C 5.47 -3.89 -2.30 0.50
O 5.88 -3.64 -3.42 -0.70
N 5.20 -5.08 -1.86 -0.28
N 5.20 -2.86 -1.47 -0.11
H 4.83 -5.30 -0.94 0.20
H 5.60 -5.86 -2.33 0.22
H 5.22 -2.83 -0.46 0.23
H 5.33 -2.01 -1.94 0.06
C 0.59 0.47 -0.31 -0.87
O 0.97 1.68 -0.39 -0.18
N -0.67 0.12 0.14 1.84
N 1.32 -0.56 -0.77 1.51
H -0.93 -0.83 0.01 -0.81
H -1.23 0.84 0.60 -0.41
H 2.31 -0.54 -1.08 -0.34
H 0.97 -1.45 -0.61 0.02
C 2.92 -3.75 0.94 0.48
O 4.12 -3.78 1.01 -0.76
N 2.18 -2.88 1.69 0.18
N 2.17 -4.60 0.25 -0.35
H 2.72 -2.07 1.95 0.09
H 1.28 -2.58 1.35 -0.15
H 1.18 -4.50 0.10 0.19
H 2.61 -4.98 -0.62 0.26
C -2.88 3.12 5.31 0.53
O -2.83 4.00 4.44 -0.70
N -2.03 2.04 5.31 -0.32
N -3.90 3.35 6.18 -0.47
H -1.23 1.91 4.72 0.17
H -2.47 1.14 5.39 0.29
H -4.69 3.74 5.73 0.27
H -4.18 2.59 6.78 0.21
C -4.61 -1.04 1.65 0.34
O -5.62 -1.03 0.97 -0.74
N -4.60 -1.73 2.82 -0.31
N -3.49 -0.36 1.44 0.52
H -3.82 -1.85 3.46 0.22
H -5.47 -2.25 3.09 0.22
H -2.81 -0.19 2.17 0.09
H -3.56 0.38 0.78 -0.41
C -1.47 -3.32 0.05 0.26
O -0.44 -2.65 0.15 -0.15
N -2.39 -3.34 1.09 -0.11
N -1.66 -4.33 -0.89 -0.41
H -2.21 -2.90 1.98 -0.17
H -3.17 -3.96 0.99 0.17
H -1.18 -4.17 -1.78 0.25
H -2.41 -4.98 -0.91 0.22
C -1.62 2.62 -3.64 0.57
O -1.16 3.70 -3.74 -0.74
N -0.78 1.60 -3.39 -0.07
N -2.93 2.30 -3.89 -0.54
H -1.09 0.73 -3.06 0.23
H 0.20 1.84 -3.48 0.09
H -3.56 2.91 -3.36 0.35
H -3.13 1.34 -3.71 0.13
C 3.62 0.77 -2.95 0.30
O 3.81 -0.12 -2.06 -0.60
N 2.71 1.80 -2.79 0.06
N 4.44 0.80 -4.03 -0.45
H 2.33 1.98 -1.88 -0.38
H 2.73 2.57 -3.43 0.21
H 4.27 1.39 -4.85 0.19
H 4.93 -0.05 -4.32 0.29
C -3.52 -0.99 -2.21 0.59
O -2.64 -0.72 -2.98 -0.88
N -4.44 -0.04 -1.83 -0.51
N -3.79 -2.31 -1.85 -0.31
H -4.85 -0.07 -0.94 0.14
H -4.18 0.88 -2.09 0.14
H -4.78 -2.30 -1.53 0.28
H -3.53 -3.07 -2.48 0.31
C 0.36 3.00 3.10 0.29
O 0.46 1.87 3.50 -0.75
N 0.31 4.03 4.01 -0.25
N 0.43 3.25 1.77 0.20
H 0.35 3.82 5.02 0.29
H 0.34 4.98 3.67 0.15
H 0.57 4.26 1.56 0.27
H 0.98 2.69 1.12 -0.33
C 4.25 -0.04 1.63 0.53
O 3.26 -0.26 2.37 -0.70
N 5.21 -0.96 1.25 -0.36
N 4.37 1.17 0.99 -0.28
H 6.17 -0.70 1.45 0.23
H 4.94 -1.84 1.67 0.19
H 3.61 1.87 1.13 0.14
H 5.13 1.38 0.42 0.15
C -0.35 -2.59 -4.61 0.50
O 0.66 -2.85 -5.24 -0.67
N -1.50 -2.66 -5.30 -0.47
N -0.47 -2.39 -3.24 0.11
H -2.31 -2.13 -5.11 0.26
H -1.23 -2.61 -6.26 0.26
H 0.47 -2.38 -2.92 0.09
H -1.27 -1.80 -2.99 -0.02

---

The least stable of them is Q.

---

--- P ---
13
Properties=species:S:1:pos:R:3:mulliken_charge:R:1 method="wB97M-V/def2-TZVPD" charge=0 lumo_ev="0.14 / 0.23" e_homo_ev="-8.16 / -7.45" mol_weight_g_mol=106.6
C -0.50 1.89 0.31 -0.88
C 0.04 0.99 1.12 0.34
C 0.87 -0.03 0.63 -0.86
N -0.22 -1.81 -1.77 -0.33
N -0.90 -1.58 -0.57 -0.14
Cl -1.92 -0.35 -0.68 0.00
H -1.28 2.61 0.65 0.29
H 0.06 2.08 -0.64 0.25
H -0.15 0.99 2.25 0.22
H 1.28 -0.72 1.34 0.28
H 1.32 0.11 -0.30 0.35
H 0.55 -2.48 -1.70 0.22
H -0.75 -1.96 -2.59 0.25

---

--- Q ---
13
Properties=species:S:1:pos:R:3:mulliken_charge:R:1 method="wB97M-V/def2-TZVPD" charge=0 lumo_ev=0.99 e_homo_ev=-8.54 mol_weight_g_mol=106.6 smiles="C=CNNCCl"
C 0.57 0.93 -0.60 0.07
C -1.16 -0.69 1.17 -0.30
C 0.84 1.23 -1.84 -0.84
N 0.83 -0.25 0.07 -0.21
N 0.17 -0.40 1.35 -0.38
Cl -1.30 -2.24 0.18 -0.26
H 0.14 1.63 0.15 0.37
H -1.69 -0.75 2.12 0.37
H 1.26 0.30 -2.45 0.15
H 0.78 2.15 -2.27 0.34
H -1.71 0.25 0.59 0.24
H 0.70 -1.12 -0.35 0.26
H 0.58 -1.04 1.89 0.20

---

The least stable of them is P.

---

--- P ---
21
Properties=species:S:1:pos:R:3:mulliken_charge:R:1 method="wB97M-V/def2-TZVPD" charge=-1 lumo_ev=3.30 e_homo_ev=-2.07 mol_weight_g_mol=113.2 smiles="C=C(C)CCCC[O-]"
C -1.20 2.85 -0.89 -0.32
O -0.76 3.57 -1.95 -0.90
C -0.16 1.82 -0.34 -0.66
C -0.40 0.36 -0.72 -0.30
C -0.56 -0.62 0.47 -0.92
C 1.15 -1.61 1.98 -1.04
C 0.60 -1.51 0.78 0.93
C 1.07 -2.39 -0.34 -1.27
H -1.51 3.49 -0.01 0.12
H -2.13 2.25 -1.12 0.11
H 0.83 2.15 -0.65 0.22
H -0.17 1.90 0.75 0.34
H -1.28 0.19 -1.34 0.41
H 0.45 -0.01 -1.32 0.11
H -1.45 -1.23 0.27 0.33
H -0.83 -0.05 1.36 0.35
H 1.98 -2.27 2.19 0.26
H 0.82 -1.00 2.82 0.28
H 1.50 -1.84 -1.18 0.31
H 0.21 -2.93 -0.74 0.26
H 1.84 -3.09 -0.02 0.37

---

--- Q ---
21
Properties=species:S:1:pos:R:3:mulliken_charge:R:1 method="wB97M-V/def2-TZVPD" charge=-1 lumo_ev=1.43 e_homo_ev=-2.46 mol_weight_g_mol=113.2
C 2.91 0.01 0.46 -0.57
O 2.48 0.47 1.66 -0.74
C 1.82 0.21 -0.61 -0.38
C 0.49 -0.30 -0.08 -1.10
C -0.75 0.16 -0.83 -0.91
C -2.22 0.61 1.08 -0.96
C -2.01 -0.16 -0.08 0.84
C -2.80 -1.20 -0.48 -1.06
H 3.24 -1.05 0.41 0.22
H 3.80 0.59 0.12 0.28
H 2.04 -0.26 -1.59 0.35
H 1.73 1.31 -0.66 0.31
H 0.48 0.02 0.95 0.41
H 0.49 -1.39 -0.01 0.44
H -0.82 1.19 -1.18 0.26
H -0.73 -0.42 -1.76 0.35
H -2.76 0.17 1.90 0.23
H -1.69 1.54 1.24 0.30
H 0.39 1.85 0.63 0.13
H -3.63 -1.53 0.13 0.32
H -2.46 -1.82 -1.30 0.28

---

--- R ---
21
Properties=species:S:1:pos:R:3:mulliken_charge:R:1 method="wB97M-V/def2-TZVPD" charge=-1 lumo_ev=2.11 e_homo_ev=-1.10 mol_weight_g_mol=113.2
C 0.63 3.38 0.51 -0.78
O 1.12 4.02 1.62 -0.57
C 1.14 1.92 0.34 -0.88
C 0.02 1.01 -0.12 0.09
C 0.03 -0.43 0.22 -0.85
C -1.08 -3.93 -1.00 -1.13
C -0.54 -2.83 -0.14 -0.36
C -0.54 -1.47 -0.46 -0.06
H 0.99 3.97 -0.39 0.35
H -0.47 3.35 0.49 0.40
H 1.58 1.56 1.28 0.46
H 2.01 1.91 -0.31 0.39
H -0.06 1.10 -1.21 0.16
H -0.93 1.47 0.25 0.04
H 0.28 -0.65 1.27 0.16
H 0.28 2.64 2.22 0.27
H -0.33 -4.44 -1.67 0.19
H -1.74 -3.46 -1.70 0.32
H -1.59 -4.69 -0.41 0.29
H 0.04 -3.17 0.71 0.32
H -0.84 -1.25 -1.51 0.17

---

The least stable of them is Q.

---

--- P ---
12
Properties=species:S:1:pos:R:3:mulliken_charge:R:1 method="wB97M-V/def2-TZVPD" charge=+1 lumo_ev="-5.38 / -5.26" e_homo_ev="-13.01 / -12.92" mol_weight_g_mol=201.0
C -0.86 -0.80 -0.32 0.62
C 0.90 0.70 0.39 -0.68
N -2.97 -1.42 0.17 -0.56
N -0.65 -1.26 -1.47 -0.22
O -0.42 0.10 0.43 -0.22
I -4.22 0.16 0.04 0.30
H 0.95 1.34 1.31 0.24
H 0.91 1.19 -0.56 0.36
H 1.67 -0.09 0.38 0.34
H -2.94 -1.74 1.16 0.32
H -1.08 -1.98 -1.98 0.27
H 0.19 -0.96 -1.97 0.24

---

--- Q ---
12
Properties=species:S:1:pos:R:3:mulliken_charge:R:1 method="wB97M-V/def2-TZVPD" charge=+1 lumo_ev=-3.93 e_homo_ev=-13.94 mol_weight_g_mol=201.0
C -0.65 0.59 -0.35 0.53
C 0.49 -0.54 0.64 -0.80
N -1.90 0.59 -0.16 -0.29
N 1.70 -0.20 0.05 -0.44
O 0.03 1.30 -1.10 -0.47
I -0.27 -2.51 0.26 0.24
H 0.22 -0.38 1.60 0.52
H -2.33 -0.01 0.52 0.23
H -2.61 1.11 -0.78 0.31
H 1.93 -0.97 -0.59 0.37
H 1.06 0.71 -0.81 0.48
H 2.33 0.33 0.72 0.32

---

The least stable of them is P.

---

--- P ---
19
Properties=species:S:1:pos:R:3:mulliken_charge:R:1 method="wB97M-V/def2-TZVPD" charge=+1 lumo_ev="-5.36 / -8.31" e_homo_ev="-12.01 / -12.01" mol_weight_g_mol=113.2 multiplicity=2 s2=0.79
N -2.53 -0.72 0.01 -0.51
C -2.23 0.63 -0.10 0.59
N -2.11 1.13 -1.38 -0.49
N -1.99 1.41 0.89 -0.72
H -3.22 -0.90 0.71 0.23
H -2.76 -1.19 -0.85 0.22
H -2.59 0.62 -2.12 0.22
H -2.23 2.13 -1.46 0.28
H -1.84 0.88 1.73 0.22
C 2.51 1.10 -0.78 -0.64
C 2.38 -0.17 -0.30 0.15
C 1.73 -0.58 0.89 0.37
C 1.92 -1.87 1.31 -0.68
H 1.98 1.92 -0.29 0.30
H 3.12 1.29 -1.65 0.30
H 2.87 -0.93 -0.91 0.27
H 0.99 0.08 1.34 0.32
H 1.48 -2.30 2.21 0.31
H 2.54 -2.54 0.73 0.25

---

--- Q ---
19
Properties=species:S:1:pos:R:3:mulliken_charge:R:1 method="wB97M-V/def2-TZVPD" charge=+1 lumo_ev="-4.45 / -8.56" e_homo_ev="-13.14 / -13.08" mol_weight_g_mol=113.2 multiplicity=2 s2=0.77
C -1.10 -0.78 -0.74 -0.93
N -0.44 -3.39 0.06 -0.62
C 0.52 -2.32 0.04 0.03
N 0.25 -1.11 -0.30 -0.34
H -1.06 -0.22 -1.68 0.31
H -1.61 -0.15 -0.01 0.22
H -1.71 -1.68 -0.88 0.41
H -0.05 -4.15 -0.50 0.25
H -0.43 -3.84 0.97 0.27
H 1.53 -2.64 0.33 0.36
C 0.76 2.52 1.12 0.18
C -0.57 2.36 1.26 -0.54
C 1.16 2.08 -1.08 0.05
N 1.37 2.88 -0.13 -0.12
H 1.49 2.34 1.92 0.35
H -1.25 2.63 0.42 0.34
H -1.00 2.03 2.21 0.28
H 1.44 2.36 -2.11 0.30
H 0.70 1.08 -0.90 0.19

---

The least stable of them is Q.

---

--- P ---
13
Properties=species:S:1:pos:R:3:mulliken_charge:R:1 method="wB97M-V/def2-TZVPD" charge=0 lumo_ev=0.65 e_homo_ev=-8.44 mol_weight_g_mol=138.2
C 0.33 1.24 1.17 -0.53
C 0.25 -0.22 1.52 -0.51
C -0.50 -0.09 -0.97 -0.30
P 0.51 -1.36 -1.97 0.02
S 0.65 1.31 -0.66 -0.16
S -1.13 -0.80 0.48 -0.12
H -0.70 1.70 1.39 0.28
H 1.11 1.81 1.78 0.35
H 1.31 -0.76 1.58 0.27
H -0.13 -0.46 2.59 0.30
H -1.49 0.41 -1.77 0.36
H 0.47 -0.76 -3.20 0.02
H -0.68 -2.01 -1.94 0.02

---

--- Q ---
13
Properties=species:S:1:pos:R:3:mulliken_charge:R:1 method="wB97M-V/def2-TZVPD" charge=0 lumo_ev="-1.24 / -0.51" e_homo_ev="-7.77 / -8.33" mol_weight_g_mol=138.2
C 1.58 -1.16 1.03 0.14
C -0.07 1.67 0.36 -0.76
C -1.69 0.09 -1.55 -1.00
P 0.11 0.64 -1.29 0.16
S 0.94 -0.98 2.48 -0.22
S 2.61 -2.37 0.46 -0.11
H 0.05 1.14 1.33 0.12
H -1.15 1.96 0.44 0.30
H 0.71 2.43 0.22 0.28
H -2.16 -0.27 -0.64 0.35
H -1.53 -0.83 -2.07 0.33
H -2.36 0.62 -2.33 0.29
H 2.96 -2.95 1.55 0.13

---

The least stable of them is Q.

---

--- P ---
15
Properties=species:S:1:pos:R:3:mulliken_charge:R:1 method="wB97M-V/def2-TZVPD" charge=-1 lumo_ev="3.57 / 3.57" e_homo_ev="-3.33 / -3.33" mol_weight_g_mol=152.2
C 0.67 -1.03 -0.10 1.01
C -0.72 0.35 2.01 -0.57
C -0.65 -0.62 -0.09 -0.91
N 1.29 -1.32 -1.36 -0.61
O 0.25 2.61 -0.43 -0.56
O 1.46 -1.15 0.80 -0.66
O 0.00 1.25 -2.47 -0.55
O -1.32 -0.66 1.14 -0.40
S -0.62 1.67 -1.21 0.63
H -1.65 0.83 2.52 0.19
H -0.35 1.12 1.40 0.23
H 0.05 -0.18 2.49 0.30
H -1.35 -0.87 -0.95 0.41
H 0.74 -1.01 -2.15 0.28
H 2.20 -0.99 -1.59 0.22

---

--- Q ---
15
Properties=species:S:1:pos:R:3:mulliken_charge:R:1 method="wB97M-V/def2-TZVPD" charge=-1 lumo_ev=3.68 e_homo_ev=-4.23 mol_weight_g_mol=152.2 smiles="CC1(C)O[S@]1(=O)=[N+]([O-])[O-]"
C -0.63 -0.36 1.18 -1.39
C 0.28 0.54 -1.03 -1.37
C -0.70 -0.39 -0.36 1.12
N 0.64 -3.11 -1.77 0.52
O 1.83 -3.06 -1.50 -0.61
O -1.44 -2.94 -0.05 -0.63
O 0.24 -3.74 -2.74 -0.58
O -2.04 -0.48 -0.89 -0.63
S -1.04 -2.01 -1.14 0.55
H 0.42 -0.65 1.49 0.28
H -1.34 -0.82 1.87 0.36
H -0.86 0.68 1.44 0.34
H -0.26 1.49 -1.00 0.31
H 1.20 0.71 -0.49 0.33
H 0.60 0.13 -1.94 0.41

---

The least stable of them is Q.